13
Properties=species:S:1:pos:R:3 method="wB97M-V/def2-TZVPD" max_force_ev_per_a=0.55 e_lumo_ev=0.74 homo_energy_ha=-0.2992
N 0.6703 -1.6160 0.5490
C -0.7809 -1.5288 1.1648
C 0.9438 -0.4371 -0.2662
C -0.2872 1.7238 -0.7527
C -1.1213 -0.2946 0.7045
C -0.1207 0.3690 -0.1382
H -0.8156 2.3931 -0.0661
H -0.8890 1.6530 -1.6654
H 1.2781 -1.6266 1.3684
H -2.0685 0.1805 0.9458
H 0.7889 -2.5142 0.0805
H 0.6741 2.1784 -1.0099
H 1.8795 -0.3379 -0.7997